1.
The following is a quantum chemistry calculation of an isolated molecule of C5H6FN3O2 in a non-equilibrium geometry, from the OMol25 dataset.

Properties
SMILES: N[C@]1([N+](=O)[O-])CN=CC=C1F
Relative energy (zero: lowest compared OMol25 entry of this formula, charge and spin): 390.1 kJ/mol

Last column: Mulliken charge in e.
Positions of all 17 atoms, in Å:
N: -0.36 0.95 -1.48  -0.498
C: -0.49 0.59 -0.14  0.337
N: -1.89 0.61 0.38  1.000
O: -2.70 0.92 -0.44  -0.618
O: -2.13 0.42 1.52  -0.584
C: 0.55 0.94 0.84  -0.669
N: 1.89 0.27 0.75  -0.539
C: 2.01 -0.92 0.32  0.003
C: 0.94 -1.85 -0.15  -0.675
C: -0.23 -1.28 -0.19  0.526
F: -1.38 -1.83 -0.33  -0.236
H: -0.96 0.40 -2.09  0.276
H: -0.54 1.86 -1.68  0.254
H: 0.75 2.06 0.83  0.336
H: 0.23 0.96 1.89  0.347
H: 3.10 -1.22 0.24  0.332
H: 1.20 -2.89 -0.29  0.407



2.
The following is a quantum chemistry calculation of a cluster of 6 separate species, C18H36O18 in total in a non-equilibrium geometry, from the OMol25 dataset.

Properties
SMILES: COC(=O)OC.COC(=O)OC.COC(=O)OC.COC(=O)OC.COC(=O)OC.COC(=O)OC
Relative energy (zero: lowest compared OMol25 entry of this formula, charge and spin): 277.6 kJ/mol

Last column: Mulliken charge in e.
Positions of all 72 atoms, in Å:
C: -0.46 -2.13 5.55  -0.627
O: -0.29 -1.77 6.91  -0.273
C: -0.16 -2.85 7.72  0.763
O: -0.23 -4.03 7.42  -0.536
O: -0.17 -2.37 8.97  -0.312
C: 0.06 -3.31 10.04  -0.629
H: -0.40 -1.30 4.86  0.232
H: -1.43 -2.59 5.40  0.284
H: 0.29 -2.87 5.24  0.284
H: 0.08 -2.76 10.98  0.233
H: 1.04 -3.75 9.86  0.300
H: -0.82 -3.94 10.19  0.283
C: -5.35 6.61 8.54  -0.643
O: -5.83 5.69 7.60  -0.290
C: -4.82 4.94 7.03  0.759
O: -3.62 4.97 7.39  -0.557
O: -5.35 4.15 6.14  -0.293
C: -4.52 3.61 5.11  -0.604
H: -6.24 7.14 8.88  0.241
H: -4.65 7.33 8.12  0.290
H: -4.91 6.19 9.45  0.291
H: -3.96 2.74 5.45  0.275
H: -3.86 4.41 4.80  0.301
H: -5.15 3.12 4.37  0.232
C: -5.96 -2.45 -6.54  -0.635
O: -6.61 -3.37 -5.67  -0.288
C: -6.03 -3.67 -4.42  0.722
O: -5.10 -3.12 -3.87  -0.538
O: -6.59 -4.89 -4.08  -0.272
C: -6.11 -5.63 -2.98  -0.643
H: -6.61 -1.60 -6.73  0.253
H: -5.58 -2.98 -7.42  0.257
H: -5.09 -1.98 -6.08  0.301
H: -5.03 -5.81 -3.00  0.288
H: -6.73 -6.50 -2.76  0.261
H: -6.26 -5.03 -2.08  0.293
C: 7.33 -1.75 -2.28  -0.617
O: 8.62 -1.34 -2.65  -0.294
C: 9.18 -0.24 -2.00  0.783
O: 8.68 0.45 -1.13  -0.556
O: 10.34 0.04 -2.56  -0.305
C: 11.14 1.06 -2.01  -0.636
H: 7.13 -1.56 -1.23  0.316
H: 7.28 -2.80 -2.57  0.217
H: 6.55 -1.23 -2.83  0.269
H: 11.38 0.73 -1.00  0.296
H: 10.70 2.05 -1.92  0.288
H: 12.08 1.20 -2.54  0.238
C: 0.23 -1.37 -5.40  -0.686
O: 0.70 -0.16 -6.00  -0.267
C: 1.33 -0.21 -7.14  0.789
O: 1.62 -1.22 -7.76  -0.570
O: 1.60 1.06 -7.47  -0.291
C: 2.21 1.26 -8.73  -0.673
H: -0.05 -1.18 -4.37  0.237
H: 0.77 -2.30 -5.51  0.315
H: -0.77 -1.43 -5.83  0.302
H: 2.22 2.32 -8.97  0.258
H: 1.61 0.94 -9.58  0.303
H: 3.21 0.83 -8.76  0.285
C: 2.84 2.59 -1.46  -0.673
O: 1.46 2.60 -1.60  -0.286
C: 0.62 2.20 -0.68  0.796
O: 0.86 2.01 0.49  -0.566
O: -0.56 1.95 -1.30  -0.292
C: -1.62 1.45 -0.51  -0.713
H: 3.29 3.33 -2.12  0.244
H: 3.21 1.57 -1.54  0.292
H: 3.16 2.86 -0.45  0.329
H: -1.68 0.37 -0.51  0.279
H: -2.58 1.77 -0.92  0.267
H: -1.62 1.94 0.46  0.322



3.
The following is a quantum chemistry calculation of an isolated molecule of C18H22N4O4S in a non-equilibrium geometry, from the OMol25 dataset.

Properties
SMILES: COc1ncc2cc1NS(=O)(=O)CCN(C)Cc1ccc3c(c1)N2CCO3
Relative energy (zero: lowest compared OMol25 entry of this formula, charge and spin): 401.4 kJ/mol

Last column: Mulliken charge in e.
Positions of all 49 atoms, in Å:
C: 1.75 4.87 2.35  -0.692
O: 2.03 3.52 1.98  -0.315
C: 1.02 2.60 2.00  0.041
N: -0.25 3.00 2.19  -0.582
C: -1.21 2.06 2.05  -0.753
C: -0.93 0.73 1.80  -1.046
C: 0.38 0.32 1.60  1.255
C: 1.36 1.27 1.65  -0.705
N: 2.61 0.83 1.23  -0.326
S: 3.02 0.94 -0.41  1.399
O: 4.46 0.71 -0.38  -0.769
O: 2.68 2.30 -0.86  -0.653
C: 2.22 -0.37 -1.30  -0.470
C: 1.45 0.08 -2.53  -1.182
N: 0.75 -1.13 -3.09  0.346
C: 1.39 -1.59 -4.35  -1.121
C: -0.75 -1.09 -3.12  -1.684
C: -1.33 -1.51 -1.79  0.779
C: -1.63 -2.86 -1.60  -0.847
C: -2.17 -3.30 -0.37  -0.823
C: -2.32 -2.42 0.73  0.434
C: -1.94 -1.08 0.53  0.101
C: -1.45 -0.63 -0.71  -0.270
N: -1.90 -0.26 1.65  0.380
C: -2.91 -0.58 2.67  -0.729
C: -2.82 -2.06 3.08  -0.524
O: -2.82 -2.92 1.92  -0.524
H: 0.98 5.27 1.68  0.308
H: 1.34 4.91 3.39  0.301
H: 2.66 5.46 2.33  0.242
H: -2.22 2.44 2.14  0.484
H: 0.61 -0.69 1.30  1.039
H: 3.41 1.27 1.64  0.461
H: 2.99 -1.08 -1.57  0.473
H: 1.52 -0.88 -0.65  0.165
H: 2.10 0.50 -3.29  0.589
H: 0.72 0.84 -2.29  0.313
H: 1.17 -0.88 -5.18  0.374
H: 1.01 -2.58 -4.62  0.359
H: 2.50 -1.66 -4.21  0.293
H: -1.12 -0.10 -3.37  0.411
H: -1.13 -1.78 -3.87  0.632
H: -1.43 -3.59 -2.37  0.385
H: -2.43 -4.32 -0.24  0.482
H: -1.11 0.38 -0.83  0.514
H: -2.76 0.08 3.56  0.413
H: -3.90 -0.45 2.25  0.373
H: -1.90 -2.25 3.61  0.307
H: -3.71 -2.34 3.67  0.359



4.
The following is a quantum chemistry calculation of a cluster of 2 separate species, C4H3F3O in total in a non-equilibrium geometry, from the OMol25 dataset.

Properties
Relative energy (zero: lowest compared OMol25 entry of this formula, charge and spin): 324.0 kJ/mol

Last column: Mulliken charge in e.
Positions of all 11 atoms, in Å:
C: 2.53 0.23 0.16  -0.585
C: 0.08 0.27 -0.06  0.462
C: 1.42 -0.43 -0.17  -0.322
C: -2.51 -0.27 -0.03  0.439
O: -0.12 1.42 0.04  -0.294
F: -2.93 0.99 -0.18  -0.172
F: -2.87 -0.72 1.17  -0.199
F: -3.02 -1.05 -0.99  -0.201
H: 2.51 1.25 0.50  0.253
H: 3.49 -0.24 0.07  0.263
H: 1.40 -1.45 -0.50  0.355